Computed, not measured: C19H29N2OPr as an isolated structure, with ωB97M-V with the def2-TZVPD basis set.

Positions of all 52 atoms, in Å:
C  1.1283  2.1319  -1.7213
H  2.2799  2.5356  -1.3156
H  1.3198  1.3790  -2.4833
H  1.5368  0.3553  0.8883
C  0.0719  3.2123  -1.8365
H  -0.8126  2.7431  -2.2679
H  -0.2446  3.4851  -0.8074
C  0.5253  4.4404  -2.5709
H  -0.2668  5.1619  -2.5616
H  1.3452  4.8823  -2.0607
H  0.7555  4.2363  -3.5866
C  -1.0073  -1.7742  -0.6188
C  -1.6706  -1.0053  -1.6147
C  -0.7242  -0.7092  -2.6405
C  0.5187  -1.3071  -2.2807
C  0.3462  -1.9469  -1.0187
C  1.3621  -2.7131  -0.2368
C  1.7947  -1.2328  -3.0572
C  -1.0327  0.0593  -3.8800
C  -3.1307  -0.7636  -1.6657
C  -1.6651  -2.3902  0.5605
Pr  0.0193  0.8420  -0.3622
H  2.6646  -1.4309  -2.4150
H  1.8168  -1.9754  -3.8732
H  1.9473  -0.2490  -3.5263
H  2.3824  -2.4816  -0.5766
H  1.3084  -2.4715  0.8354
H  1.2215  -3.8035  -0.3316
H  -2.5885  -1.8580  0.8224
H  -1.9424  -3.4384  0.3481
H  -1.0155  -2.3933  1.4469
H  -3.3815  0.1055  -2.2834
H  -3.6614  -1.6317  -2.0931
H  -3.5461  -0.5965  -0.6652
H  -0.2676  0.8124  -4.1230
H  -1.1160  -0.6049  -4.7581
H  -1.9905  0.5904  -3.7902
N  -1.0815  0.2219  6.2706
C  -1.2849  0.2775  4.9161
O  -2.3913  0.4545  4.4147
C  -0.0431  0.0591  4.0875
C  1.1669  -0.4571  4.5754
C  2.2247  -0.6165  3.7038
C  2.1270  -0.3208  2.4520
N  0.9473  0.2420  1.9403
C  -0.1837  0.3960  2.7520
H  -1.8512  0.5157  6.8544
H  -0.1344  0.3834  6.6411
H  1.2780  -0.7377  5.6304
H  3.1933  -1.0043  4.0020
H  2.8604  -0.3603  1.5952
H  -1.1080  0.7508  2.2856

Results
2S+1: 3
HOMO-LUMO gap (alpha / beta), eV: 4.94 / 5.64
Energy above the lowest of the compared OMol25 structures with the same formula, charge and spin, kJ/mol: 162.68
Maximum force, Eh/bohr: 0.1170
Net charge: +2